# 1
{
  "formula": "C19H21FN2O2",
  "method": "ωB97M-V/def2-TZVPD",
  "e_above_lowest_kcal_mol": 30.4,
  "smiles": "O=C(COc1ccc(F)cc1)N(c1ccccn1)C1CCCCC1",
  "molar_mass_g_mol": 328.4,
  "homo_ev": -8.6265,
  "species": ["F", "O", "O", "N", "N", "C", "C", "C", "C", "C", "C", "C", "C", "C", "C", "C", "C", "C", "C", "C", "C", "C", "C", "C", "H", "H", "H", "H", "H", "H", "H", "H", "H", "H", "H", "H", "H", "H", "H", "H", "H", "H", "H", "H", "H"],
  "positions_angstrom": [[-0.00223, 2.12918, 5.32725], [-1.93721, -0.74674, 1.09632], [-1.59870, 1.78459, -1.21122], [-0.20682, -0.00381, -1.20506], [1.36603, 0.15559, -2.92392], [1.40038, -1.79217, -0.62772], [1.14818, 2.00816, -1.43926], [-1.36307, 0.63563, -0.89007], [2.30137, 0.81709, -3.58244], [-0.48613, 1.44278, 4.26795], [-0.02380, -1.45027, -1.06458], [0.78890, 0.73598, -1.88262], [-0.96812, 2.13723, 3.17676], [-0.37664, -2.19691, -2.35376], [1.50615, -3.29568, -0.38742], [-0.48349, 0.05894, 4.30325], [1.14657, -4.06144, -1.65717], [-0.26183, -3.70027, -2.11897], [-1.46256, 1.43835, 2.08780], [-0.97662, -0.63377, 3.21789], [-1.47052, 0.04800, 2.10434], [2.12027, 2.69468, -2.14229], [-2.41662, -0.14362, -0.08627], [2.71188, 2.09451, -3.24474], [-0.99319, -1.71188, 3.21095], [0.30837, -1.88460, -3.14111], [2.41900, 3.68394, -1.82843], [0.67656, 2.44102, -0.57329], [2.10637, -1.50191, -1.40600], [3.47170, 2.60070, -3.81848], [1.64591, -1.24277, 0.28457], [-0.69166, -1.78790, -0.27063], [-2.81694, -0.96260, -0.69070], [-0.95728, 3.21559, 3.17840], [1.21401, -5.13567, -1.47461], [2.52170, -3.54624, -0.07564], [-1.39189, -1.93862, -2.66386], [0.82763, -3.58573, 0.41831], [-0.50031, -4.23479, -3.04016], [-1.83226, 1.99200, 1.24054], [2.73335, 0.28758, -4.42185], [1.85948, -3.80798, -2.44416], [-0.10071, -0.45723, 5.16903], [-0.98268, -4.00838, -1.35725], [-3.23137, 0.55788, 0.13113]],
  "mulliken_charge": [-0.3361, -0.4786, -0.6427, 0.6617, -0.1968, -1.0258, -0.6939, 0.8010, -0.3701, 0.3523, -0.4762, 0.3542, -0.7982, -0.7568, -0.7500, -0.5570, -0.6885, -0.7749, -0.2643, -0.5021, 0.6783, -0.5207, -0.9679, -0.6203, 0.4317, 0.2915, 0.4276, 0.4292, 0.3626, 0.3826, 0.3173, 0.8460, 0.4245, 0.4371, 0.3634, 0.4274, 0.3625, 0.3259, 0.4118, 0.4580, 0.4170, 0.3367, 0.4282, 0.3092, 0.3833]
}

# 2
{
  "formula": "C19H21N2O5Pd",
  "method": "ωB97M-V/def2-TZVPD",
  "total_charge": -1,
  "e_above_lowest_kcal_mol": 22.7,
  "molar_mass_g_mol": 463.8,
  "homo_ev": -5.0452,
  "species": ["Pd", "O", "O", "O", "O", "O", "N", "N", "C", "C", "C", "C", "C", "C", "C", "C", "C", "C", "C", "C", "C", "C", "C", "C", "C", "C", "C", "H", "H", "H", "H", "H", "H", "H", "H", "H", "H", "H", "H", "H", "H", "H", "H", "H", "H", "H", "H", "H"],
  "positions_angstrom": [[-0.35897, 0.79318, 0.65851], [-1.52197, 2.32827, -0.39752], [0.08157, 1.55289, 3.32713], [-3.31702, 2.63024, -1.71150], [-5.45975, -3.43370, -1.72343], [-6.20804, -1.47623, -2.58191], [-2.28564, -0.14730, 0.22428], [1.63466, -1.79885, -1.46254], [-4.04490, -0.10474, -1.38010], [-2.57591, -1.42851, 0.47105], [2.85313, -2.04324, -2.20309], [2.37098, 0.03938, 0.10238], [2.08118, 2.41558, 0.43995], [-5.45254, -2.19582, -1.90181], [4.27740, 1.55047, 0.00365], [-4.33841, -1.44697, -1.14567], [1.85025, -1.37722, -0.08133], [-2.60299, 1.95440, -0.99204], [1.53162, 1.13609, 0.36061], [0.72704, -0.93922, -2.20342], [-3.01078, 0.50928, -0.69651], [-3.57798, -2.10678, -0.19267], [3.73926, 0.27387, -0.06407], [0.66015, -0.65236, 3.14856], [-0.43321, 2.85853, 2.90173], [3.44014, 2.62934, 0.24372], [0.08152, 0.55860, 2.51786], [3.41433, -1.12465, -2.43980], [-0.70957, 2.83436, 1.85010], [2.55454, -2.08130, 0.37215], [-1.97627, -1.91330, 1.23440], [1.62515, -0.78783, 2.65023], [-3.78899, -3.14956, 0.00451], [0.36260, 3.57010, 3.09661], [0.80191, -0.56472, 4.22703], [1.21411, -0.02677, -2.57835], [-4.61570, 0.45455, -2.10746], [-0.10859, -0.63731, -1.56994], [2.60586, -2.53089, -3.14828], [0.89380, -1.48569, 0.43374], [-1.29445, 3.06026, 3.53049], [3.84282, 3.63459, 0.28884], [4.39751, -0.57305, -0.22989], [1.43116, 3.26154, 0.63015], [5.34200, 1.70023, -0.12706], [3.50675, -2.71182, -1.63883], [0.31143, -1.48534, -3.05171], [0.04880, -1.52260, 2.91124]],
  "mulliken_charge": [-0.0559, -0.5673, -0.3620, -0.6995, -0.7402, -0.7142, -0.4185, 0.1523, -0.5509, -0.0799, -0.9886, 1.2512, -0.2437, 0.4455, -0.7675, 0.3036, -1.6497, 0.3501, 0.3552, -0.7235, 0.5716, -0.7826, -0.6036, -0.9304, -0.4319, -0.6777, 0.5385, 0.3433, 0.1713, 0.5746, 0.3473, 0.1136, 0.4732, 0.2632, 0.3852, 0.3134, 0.5841, 0.0487, 0.3401, 0.2209, 0.2961, 0.3813, 0.4075, 0.4425, 0.3833, 0.3076, 0.4067, 0.2161]
}